Formula: C5H5ClOS
Source: the OMol25 dataset
Level of theory: ωB97M-V/def2-TZVPD

Results
energy relative to the best compared isomer or geometry (same formula, charge and spin): 92.57 kJ/mol
Kohn-Sham gap: 9.8 eV
structure (SMILES): C=C(/C=C/Cl)SC=O

```
! wB97M-V def2-TZVPD RIJCOSX def2/J DEFGRID3
* xyz 0 1
C -0.284 -1.894 -0.081
C -0.162 -0.857 -0.900
C 0.615 0.335 -0.447
C 1.760 0.323 0.214
C -1.322 1.867 0.600
H -0.036 -1.862 0.944
H -0.406 -0.930 -1.970
H 2.195 1.268 0.398
H 2.267 -0.600 0.485
H -1.885 2.874 0.689
O -1.493 0.957 1.329
S -0.193 1.881 -0.742
Cl -1.055 -3.361 -0.520
*
```

Löwdin population analysis, charges in e, atoms 1 to 5: atom 1 (C): -0.58, atom 2 (C): -0.20, atom 3 (C): -0.63, atom 4 (C): 0.03, atom 5 (C): -0.62

Formula: CH3NO2Tl
Source: the OMol25 dataset
Level of theory: ωB97M-V/def2-TZVPD

Results
energy relative to the best compared isomer or geometry (same formula, charge and spin): 27.19 kJ/mol
Kohn-Sham gap (alpha / beta): 9.7 / 7.2 eV

```
! wB97M-V def2-TZVPD RIJCOSX def2/J DEFGRID3
* xyz 2 2
Tl -0.548 3.907 0.142
C 0.093 -0.980 -0.471
N -0.028 -0.029 0.563
O 0.373 1.123 0.283
O -0.277 -0.458 1.760
H 0.787 -1.767 -0.178
H 0.458 -0.387 -1.310
H -0.858 -1.409 -0.788
*
```

Löwdin population analysis, charges in e, atoms 1 to 5: atom 1 (Tl): 1.13, atom 2 (C): 0.12, atom 3 (N): -0.22, atom 4 (O): 0.02, atom 5 (O): 0.46

Formula: C19H13BaCl3I2N2O2
Source: the OMol25 dataset
Level of theory: ωB97M-V/def2-TZVPD

Results
Kohn-Sham gap: 7.7 eV

```
! wB97M-V def2-TZVPD RIJCOSX def2/J DEFGRID3
* xyz 0 1
Ba -0.680 0.909 0.138
I 2.369 -0.682 7.028
C 1.770 0.104 5.189
C 0.789 1.082 5.143
C 0.414 1.606 3.918
I -1.202 2.923 3.782
C 1.024 1.211 2.714
O 0.710 1.736 1.572
C 1.935 0.130 2.786
C 2.387 -0.478 1.491
N 1.232 -1.089 0.783
C 0.736 -2.294 1.448
C -0.771 -2.431 1.539
C -1.299 -3.559 2.167
C -2.667 -3.684 2.297
C -3.485 -2.681 1.791
C -2.880 -1.602 1.182
N -1.555 -1.471 1.060
C 2.317 -0.390 4.011
H 0.310 1.423 6.050
H 3.172 -1.219 1.685
H 2.799 0.291 0.835
H 1.515 -1.317 -0.165
H 1.105 -2.294 2.477
H 1.131 -3.205 0.984
H -0.632 -4.321 2.550
H -3.094 -4.549 2.786
H -4.562 -2.736 1.867
H -3.483 -0.800 0.765
H 3.036 -1.200 4.045
Cl 1.228 2.835 -7.039
C 0.601 2.154 -5.568
C 1.361 2.211 -4.411
C 0.833 1.660 -3.262
Cl 1.744 1.750 -1.767
C -0.431 1.035 -3.182
O -0.867 0.548 -2.066
C -1.149 1.025 -4.395
Cl -2.722 0.299 -4.397
C -0.653 1.568 -5.566
H 2.335 2.678 -4.405
H -1.244 1.533 -6.469
*
```

Löwdin population analysis, charges in e, atoms 1 to 5: atom 1 (Ba): 1.99, atom 2 (I): 0.84, atom 3 (C): -0.75, atom 4 (C): -0.23, atom 5 (C): -0.63

Formula: C3H15NO3
Source: the OMol25 dataset
Level of theory: ωB97M-V/def2-TZVPD

Results
energy relative to the best compared isomer or geometry (same formula, charge and spin): 173.15 kJ/mol
Kohn-Sham gap: 10.6 eV
structure (SMILES): CCNC.O.O.O

```
! wB97M-V def2-TZVPD RIJCOSX def2/J DEFGRID3
* xyz 0 1
C 0.212 1.810 0.055
C -0.750 1.472 -1.048
N -1.471 0.174 -0.759
C -2.234 -0.192 -1.962
H 0.731 2.683 -0.122
H -0.369 1.791 0.982
H 1.023 1.126 0.120
H -1.637 2.083 -1.333
H -0.159 1.480 -1.994
H -0.666 -0.439 -0.910
H -1.461 -0.227 -2.792
H -3.087 0.508 -2.278
H -2.555 -1.208 -1.854
H 0.030 -0.540 2.299
H 1.270 -0.725 2.986
O 0.954 -0.474 2.138
H 5.284 -1.474 1.067
H 5.456 -2.662 0.097
O 5.130 -1.749 0.224
H -1.706 -1.895 1.892
H -2.088 -0.570 1.150
O -1.908 -0.974 2.041
*
```

Löwdin population analysis, charges in e, atoms 1 to 5: atom 1 (C): -0.09, atom 2 (C): -0.29, atom 3 (N): -0.15, atom 4 (C): -0.15, atom 5 (H): 0.05

Energy for every record listed, in sequence, given in eV: -30669.576 -11339.487 -81454.021 -10985.816.